Record 1
Formula: C6H12O
Source: OMol25
Level of theory: the ωB97M-V functional and the def2-TZVPD basis

As for the electronic energy: -8460.9708 eV. As for the frontier orbital gap: 10.25 eV. The net charge is 0. Its SMILES is C1=CC1.CCCO. The value obtained for the energy relative to the best compared isomer or geometry (same formula, charge and spin) is 78.0 kcal/mol.

Last columns: bonded neighbours and bond lengths (Å).
Positions of all 19 atoms, in Å:
1 C 1.513 -0.962 1.631  C2 1.294, C3 1.505, H4 1.078
2 C 1.646 0.319 1.499  C1 1.294, C3 1.505, H5 1.078
3 C 2.519 -0.519 0.603  C1 1.505, C2 1.505, H6 1.091, H7 1.093
4 H 1.072 -1.804 2.140  C1 1.078
5 H 1.399 1.317 1.823  C2 1.078
6 H 2.282 -0.607 -0.459  C3 1.091
7 H 3.583 -0.598 0.838  C3 1.093
8 C -2.343 0.671 0.179  C9 1.525, H12 1.096, H13 1.096, H14 1.094
9 C -1.022 0.766 -0.578  C8 1.525, C10 1.522, H15 1.096, H16 1.100
10 C -0.564 -0.581 -1.118  C9 1.522, O11 1.416, H17 1.102, H18 1.096
11 O 0.603 -0.484 -1.913  C10 1.416, H19 0.965
12 H -3.133 0.263 -0.462  C8 1.096
13 H -2.249 0.017 1.054  C8 1.096
14 H -2.669 1.654 0.529  C8 1.094
15 H -0.238 1.171 0.072  C9 1.096
16 H -1.129 1.466 -1.420  C9 1.100
17 H -1.383 -1.054 -1.685  C10 1.102
18 H -0.309 -1.252 -0.290  C10 1.096
19 H 0.473 0.242 -2.536  O11 0.965

***

Record 2
Formula: C6H12O
Source: OMol25
Level of theory: the ωB97M-V functional and the def2-TZVPD basis

As for the electronic energy: -8458.7609 eV. As for the frontier orbital gap: 7.14 eV. The net charge is 0. Its SMILES is C=COC.C=CC. The value obtained for the energy relative to the best compared isomer or geometry (same formula, charge and spin) is 129.0 kcal/mol.

Last columns: bonded neighbours and bond lengths (Å).
Positions of all 19 atoms, in Å:
1 C 0.574 1.731 -0.022  C2 1.423, H5 1.086, H6 1.084
2 C 0.489 0.564 0.789  C1 1.423, O3 1.349, H7 1.086
3 O 1.213 -0.568 0.667  C2 1.349, C4 1.424
4 C 2.131 -0.677 -0.417  O3 1.424, H8 1.095, H9 1.092, H10 1.091
5 H 0.827 2.657 0.486  C1 1.086
6 H 0.832 1.664 -1.072  C1 1.084
7 H 0.255 0.742 1.834  C2 1.086
8 H 3.061 -0.153 -0.172  C4 1.095
9 H 1.729 -0.273 -1.349  C4 1.092
10 H 2.329 -1.743 -0.535  C4 1.091
11 C -1.424 0.987 0.051  C12 1.403, H14 1.086, H15 1.086
12 C -1.428 -0.320 0.560  C11 1.403, C13 1.501, H16 1.087
13 C -1.399 -1.529 -0.329  C12 1.501, H17 1.100, H18 1.098, H19 1.098
14 H -1.514 1.141 -1.020  C11 1.086
15 H -1.797 1.812 0.651  C11 1.086
16 H -1.706 -0.473 1.599  C12 1.087
17 H -2.380 -2.024 -0.386  C13 1.100
18 H -1.117 -1.259 -1.355  C13 1.098
19 H -0.675 -2.279 0.019  C13 1.098

***

Record 3
Formula: C6H12O
Source: OMol25
Level of theory: the ωB97M-V functional and the def2-TZVPD basis

As for the electronic energy: -8463.1307 eV. As for the frontier orbital gap: 11.07 eV. The net charge is 0. Its SMILES is C[C@H](O)[C@@H]1C[C@H]1C. The value obtained for the energy relative to the best compared isomer or geometry (same formula, charge and spin) is 28.2 kcal/mol.

Last columns: bonded neighbours and bond lengths (Å).
Positions of all 19 atoms, in Å:
1 C 0.424 1.136 -1.889  C2 1.522, H8 1.096, H9 1.096, H10 1.096
2 C 0.212 1.521 -0.432  C1 1.522, O3 1.428, C4 1.519, H11 1.103
3 O 1.433 2.017 0.117  C2 1.428, H12 0.958
4 C -0.136 0.396 0.528  C2 1.519, C5 1.513, C6 1.488, H13 1.090
5 C 0.834 -0.756 0.680  C4 1.513, C6 1.493, H14 1.089, H15 1.087
6 C -0.561 -0.993 0.202  C4 1.488, C5 1.493, C7 1.499, H16 1.087
7 C -1.474 -1.756 1.114  C6 1.499, H17 1.098, H18 1.095, H19 1.093
8 H 1.203 0.368 -1.961  C1 1.096
9 H 0.775 2.010 -2.450  C1 1.096
10 H -0.492 0.765 -2.363  C1 1.096
11 H -0.536 2.331 -0.388  C2 1.103
12 H 1.778 1.228 0.536  O3 0.958
13 H -0.503 0.805 1.469  C4 1.090
14 H 1.623 -0.950 -0.045  C5 1.089
15 H 1.102 -1.052 1.691  C5 1.087
16 H -0.621 -1.207 -0.862  C6 1.087
17 H -1.315 -1.436 2.153  C7 1.098
18 H -1.221 -2.820 1.047  C7 1.095
19 H -2.525 -1.605 0.854  C7 1.093

***

Record 4
Formula: C6H12O
Source: OMol25
Level of theory: the ωB97M-V functional and the def2-TZVPD basis

As for the electronic energy: -8459.0328 eV. As for the frontier orbital gap (alpha / beta): 8.18 / 8.43 eV. The net charge is 0. The value obtained for the energy relative to the best compared isomer or geometry (same formula, charge and spin) is 122.7 kcal/mol.

Last columns: bonded neighbours and bond lengths (Å).
Positions of all 19 atoms, in Å:
1 C -0.475 2.305 1.656  C2 1.500, H8 1.097, H9 1.103, H10 1.095
2 C -0.844 1.472 0.465  C1 1.500, O3 1.380, H12 1.095
3 O -0.716 0.103 0.585  C2 1.380, C4 1.408
4 C 0.603 0.028 0.098  O3 1.408, C6 1.589, H11 1.197, H13 1.099
5 C 0.650 -2.183 0.210  C6 1.432, H14 1.085, H15 1.085
6 C 0.760 -1.233 -0.856  C4 1.589, C5 1.432, C7 1.520, H16 1.096
7 C -0.292 -1.224 -1.954  C6 1.520, H17 1.096, H18 1.094, H19 1.094
8 H 0.523 2.055 2.037  C1 1.097
9 H -1.186 2.150 2.484  C1 1.103
10 H -0.489 3.369 1.396  C1 1.095
11 H 0.617 1.091 -0.453  C4 1.197
12 H -1.727 1.773 -0.109  C2 1.095
13 H 1.351 0.052 0.903  C4 1.099
14 H -0.322 -2.514 0.558  C5 1.085
15 H 1.529 -2.501 0.760  C5 1.085
16 H 1.775 -1.157 -1.261  C6 1.096
17 H -0.202 -0.325 -2.574  C7 1.096
18 H -0.170 -2.103 -2.594  C7 1.094
19 H -1.295 -1.245 -1.520  C7 1.094

***

Record 5
Formula: C6H12O
Source: OMol25
Level of theory: the ωB97M-V functional and the def2-TZVPD basis

As for the electronic energy: -8464.0054 eV. As for the frontier orbital gap: 10.58 eV. The net charge is 0. Its SMILES is C[C@H]1CO[C@@H](C)C1. The value obtained for the energy relative to the best compared isomer or geometry (same formula, charge and spin) is 8.0 kcal/mol.

Last columns: bonded neighbours and bond lengths (Å).
Positions of all 19 atoms, in Å:
1 C 0.600 -0.642 -2.305  C2 1.522, H8 1.096, H9 1.097, H10 1.096
2 C 0.525 0.174 -1.023  C1 1.522, C3 1.525, C7 1.531, H11 1.099
3 C -0.778 0.931 -0.788  C2 1.525, O4 1.417, H12 1.095, H13 1.105
4 O -0.709 1.369 0.558  C3 1.417, C5 1.435
5 C 0.105 0.454 1.307  O4 1.435, C6 1.518, C7 1.536, H14 1.100
6 C -0.704 -0.079 2.476  C5 1.518, H15 1.094, H16 1.095, H17 1.095
7 C 0.590 -0.598 0.298  C2 1.531, C5 1.536, H18 1.100, H19 1.095
8 H 0.420 -0.005 -3.179  C1 1.096
9 H -0.137 -1.454 -2.321  C1 1.097
10 H 1.594 -1.087 -2.424  C1 1.096
11 H 1.336 0.915 -1.027  C2 1.099
12 H -0.915 1.807 -1.431  C3 1.095
13 H -1.639 0.256 -0.937  C3 1.105
14 H 0.971 1.017 1.686  C5 1.100
15 H -0.951 0.735 3.166  C6 1.094
16 H -0.152 -0.847 3.029  C6 1.095
17 H -1.641 -0.510 2.110  C6 1.095
18 H -0.104 -1.451 0.265  C7 1.100
19 H 1.585 -0.985 0.541  C7 1.095

***

Record 6
Formula: C6H12O
Source: OMol25
Level of theory: the ωB97M-V functional and the def2-TZVPD basis

As for the electronic energy: -8461.6690 eV. As for the frontier orbital gap: 10.04 eV. The net charge is 0. Its SMILES is CCC[C@H]1CC1=O.[H][H]. The value obtained for the energy relative to the best compared isomer or geometry (same formula, charge and spin) is 61.9 kcal/mol.

Last columns: bonded neighbours and bond lengths (Å).
Positions of all 19 atoms, in Å:
1 C -2.948 0.049 -0.162  C2 1.526, H8 1.096, H9 1.096, H10 1.095
2 C -1.512 0.508 0.071  C1 1.526, C3 1.529, H11 1.099, H12 1.098
3 C -0.537 -0.663 0.208  C2 1.529, C4 1.516, H13 1.100, H14 1.099
4 C 0.889 -0.178 0.372  C3 1.516, C5 1.562, C6 1.467, H15 1.091
5 C 2.096 -1.085 -0.030  C4 1.562, C6 1.471, H16 1.089, H17 1.089
6 C 1.681 0.072 -0.838  C4 1.467, C5 1.471, O7 1.201
7 O 1.823 0.715 -1.843  C6 1.201
8 H -3.025 -0.540 -1.083  C1 1.096
9 H -3.301 -0.577 0.666  C1 1.096
10 H -3.628 0.902 -0.253  C1 1.095
11 H -1.461 1.127 0.978  C2 1.099
12 H -1.181 1.147 -0.758  C2 1.098
13 H -0.602 -1.295 -0.690  C3 1.100
14 H -0.818 -1.298 1.059  C3 1.099
15 H 1.067 0.470 1.232  C4 1.091
16 H 1.889 -2.088 -0.399  C5 1.089
17 H 3.000 -1.000 0.570  C5 1.089
18 H 3.436 1.811 0.796  H19 0.744
19 H 3.280 1.930 0.079  H18 0.744

***

Question: Which of these has the lowest energy relative to the best compared isomer or geometry (same formula, charge and spin)?
Answer: number 5

***

Question: Which value of net charge does entry 6 give?
Answer: 0